# C10H24N6O7Sm

A molecular structure, C10H24N6O7Sm in a non-equilibrium geometry (wB97M-V/def2-TZVPD, the Open Molecules 2025 dataset).

Geometry as XYZ:
```
48
Properties=species:S:1:pos:R:3:mulliken_charge:R:1
O -0.02928 0.28879 -5.31466 -0.518
H -0.53186 -0.01973 -6.08811 0.292
Sm 0.16816 0.07232 0.10886 1.326
N 0.09874 2.37500 0.57364 0.084
N 1.53917 1.20986 -1.29611 0.496
N -1.60050 -1.23994 0.91733 0.112
N -0.32828 -1.80155 -1.32715 0.244
O -0.57911 2.74260 1.63023 -0.800
O -2.34843 -0.96955 2.10953 -0.525
O 0.15346 -2.18230 -2.60296 -0.469
O 2.12370 0.67809 -2.31286 -0.811
C 2.01844 2.39187 -0.80608 0.425
C 1.33025 2.90354 0.33904 0.312
C -1.56912 -2.53325 0.56611 0.109
C -0.91905 -2.84056 -0.69576 0.633
C 1.82355 3.83773 1.38005 -1.235
H 2.00820 3.25232 2.29994 0.195
H 1.02607 4.56898 1.59383 0.298
H 2.74273 4.34322 1.07950 0.411
C 3.23359 2.99576 -1.40931 -1.344
H 2.98932 3.26115 -2.45116 0.314
H 4.08588 2.29579 -1.40436 0.287
H 3.50375 3.89704 -0.84545 0.365
C -2.12794 -3.52692 1.51337 -1.457
C -0.88965 -4.23786 -1.21945 -1.393
H -2.69812 -2.95284 2.25837 0.395
H -1.28948 -4.04545 2.00985 0.322
H -2.76609 -4.24938 0.98446 0.435
H -0.08923 -4.39151 -1.95394 0.410
H -1.87322 -4.46687 -1.65647 0.346
H -0.74650 -4.93154 -0.38045 0.412
H -1.94382 -0.20579 2.55142 0.384
H 0.75151 -1.45295 -2.91611 0.380
C -0.95250 0.78918 -4.35177 -0.345
H -0.37285 1.46470 -3.71873 0.089
H -1.37477 -0.02439 -3.74961 0.107
H -1.78309 1.35341 -4.79445 0.396
O -2.02246 1.11563 -0.47956 -0.621
H -2.69716 0.54469 -0.01479 0.351
H -2.00513 1.98549 0.01596 0.393
N 0.77549 -1.44367 3.82192 -0.374
C 0.60300 -0.22230 3.31546 0.612
N -0.05032 0.73209 3.99367 -0.270
O 1.06054 0.05868 2.18319 -0.611
H 0.79717 -1.56303 4.81408 0.207
H 1.24291 -2.12205 3.21391 0.222
H -0.22335 1.62731 3.53285 0.219
H -0.26433 0.63820 4.98274 0.189
```

Calculated values
F_max in hartree/bohr: 0.080
Relative energy (zero: lowest compared OMol25 entry of this formula, charge and spin) in eV: 0.000
Total charge: +1
Lowest unoccupied orbital energy (alpha / beta) in eV: -5.0383 / -5.0086
Multiplicity: 6
Total energy in eV: -51926.386
Highest occupied orbital energy (alpha / beta) in hartree: -0.3394 / -0.3402
Kohn-Sham gap (alpha / beta) in hartree: 0.154 / 0.156